(1)
Computed, not measured: a single C4H9NO molecule, with ωB97M-V/def2-TZVPD.

Results
SMILES: CC(=O)N(C)C
Total energy (hartree): -287.808702
ΔE to the lowest compared entry with this formula, charge and spin (kcal per mole): 14.9
Highest occupied orbital energy (eV): -9.2
Gap between HOMO and LUMO (eV): 10.0

Last column: natural (NBO) charge in e.
Atoms and positions in Å:
C 1.51293 -1.30076 -0.24131  -0.71
C 1.00413 -0.07196 0.46191  0.68
O 1.69977 0.54033 1.25519  -0.63
N -0.28036 0.31186 0.18972  -0.44
C -1.05598 -0.18410 -0.93507  -0.41
C -0.86930 1.41621 0.93350  -0.42
H 1.47421 -1.21874 -1.33392  0.22
H 0.85190 -2.14650 -0.07467  0.22
H 2.52580 -1.49817 0.07135  0.25
H -0.83338 0.36990 -1.84345  0.19
H -0.89019 -1.25289 -1.08121  0.21
H -2.11684 -0.07691 -0.71378  0.21
H -1.30382 2.10879 0.21018  0.19
H -0.07426 1.91101 1.47042  0.25
H -1.64459 1.09191 1.63113  0.19

(2)
Computed, not measured: 2 unconnected molecules or ions with the total composition C4H9NO, with ωB97M-V/def2-TZVPD.

Results
SMILES: C=CC.C=NO
Total energy (hartree): -287.696967
ΔE to the lowest compared entry with this formula, charge and spin (kcal per mole): 85.0
Highest occupied orbital energy (eV): -9.6
Gap between HOMO and LUMO (eV): 10.7

Last column: natural (NBO) charge in e.
Atoms and positions in Å:
C -1.27428 0.93710 3.06193  -0.41
C -0.61173 0.32007 2.07481  -0.17
C -1.15269 -0.58814 1.00569  -0.65
H -2.34943 0.94940 3.19182  0.19
H -0.74563 1.59560 3.76666  0.20
H 0.46535 0.49803 1.97888  0.19
H -2.19242 -0.90140 1.17619  0.22
H -1.09679 -0.11689 0.00564  0.21
H -0.49709 -1.48309 0.93709  0.22
C 0.76124 -0.03434 -2.59924  -0.16
N 1.99825 -0.19925 -2.37838  -0.12
O 2.65358 -0.38515 -3.57265  -0.56
H 0.39365 -0.08638 -3.60833  0.17
H 0.08781 0.05126 -1.76442  0.19
H 3.56016 -0.55682 -3.27569  0.48

(3)
Computed, not measured: 2 unconnected molecules or ions with the total composition C4H9NO, with ωB97M-V/def2-TZVPD.

Results
SMILES: C=N/C=C/C.O
Total energy (hartree): -287.731270
ΔE to the lowest compared entry with this formula, charge and spin (kcal per mole): 63.5
Highest occupied orbital energy (eV): -8.8
Gap between HOMO and LUMO (eV): 9.6

Last column: natural (NBO) charge in e.
Atoms and positions in Å:
C -0.13126 1.77250 -0.28130  -0.02
N -0.02364 0.60812 0.18024  -0.44
C 0.10215 -0.52480 -0.66015  -0.07
C -0.82271 -1.47837 -0.63015  -0.21
C -0.66137 -2.58379 -1.64259  -0.64
H -0.46398 2.12851 -1.27810  0.15
H -0.02426 2.63257 0.38084  0.17
H 1.11716 -0.59386 -1.04054  0.21
H -1.68690 -1.58633 -0.01530  0.22
H 0.02235 -2.31679 -2.44744  0.21
H -1.62759 -2.87637 -2.09634  0.22
H -0.39324 -3.59022 -1.26146  0.21
O 1.21877 1.97793 2.63956  -0.95
H 0.75695 1.57185 1.87130  0.48
H 2.09460 1.60480 2.53621  0.46

(4)
Computed, not measured: a single C4H9NO molecule, with ωB97M-V/def2-TZVPD.

Results
Total energy (hartree): -287.642114
ΔE to the lowest compared entry with this formula, charge and spin (kcal per mole): 119.4
Highest occupied orbital energy (eV): -6.3
Gap between HOMO and LUMO (eV): 6.9

Last column: natural (NBO) charge in e.
Atoms and positions in Å:
C -1.92576 -0.07464 -0.10099  -0.41
N -0.50047 -0.02920 -0.43631  -0.38
C 0.54406 -1.01353 0.04468  -0.26
C 1.54083 0.04527 -0.47483  -0.14
O 2.81576 0.10736 0.09177  -0.72
C 0.46798 1.05192 -0.00692  -0.26
H -2.06761 -0.03966 0.97951  0.22
H -2.42401 0.78050 -0.56633  0.22
H -2.35117 -1.00007 -0.49921  0.22
H 0.44842 -2.01283 -0.39565  0.19
H 0.39483 -1.07566 1.14929  0.14
H -0.31151 -0.04778 -1.44669  0.43
H 2.75505 0.13213 1.06301  0.42
H 0.31286 1.15713 1.09369  0.14
H 0.30075 2.01907 -0.49501  0.19

(5)
Computed, not measured: a single C4H9NO molecule, with ωB97M-V/def2-TZVPD.

Results
SMILES: CC/C(C)=N\O
Total energy (hartree): -287.752703
ΔE to the lowest compared entry with this formula, charge and spin (kcal per mole): 50.0
Highest occupied orbital energy (eV): -9.4
Gap between HOMO and LUMO (eV): 10.5

Last column: natural (NBO) charge in e.
Atoms and positions in Å:
C -0.33203 0.94271 1.47208  -0.60
C -0.86563 -0.05490 0.43731  -0.47
C 0.17049 -0.39361 -0.60336  0.23
C 0.08771 0.27123 -1.94592  -0.65
N 1.15750 -1.17990 -0.40494  -0.15
O 1.15141 -1.69236 0.89399  -0.59
H 0.59341 0.56696 1.91561  0.22
H -0.12682 1.91701 1.01526  0.20
H -1.06097 1.09493 2.27407  0.21
H -1.17021 -0.97864 0.93991  0.23
H -1.74888 0.35913 -0.06269  0.21
H 0.80639 -0.16026 -2.64623  0.23
H -0.92340 0.18069 -2.35785  0.22
H 0.29946 1.34324 -1.84031  0.22
H 1.96157 -2.21622 0.91308  0.48

(6)
Computed, not measured: 2 unconnected molecules or ions with the total composition C4H9NO, with ωB97M-V/def2-TZVPD.

Results
SMILES: C=NC(=C)C.O
Total energy (hartree): -287.738212
ΔE to the lowest compared entry with this formula, charge and spin (kcal per mole): 59.1
Highest occupied orbital energy (eV): -9.4
Gap between HOMO and LUMO (eV): 9.9

Last column: natural (NBO) charge in e.
Atoms and positions in Å:
C 0.56018 -1.67930 -0.13803  -0.04
N 0.06165 -0.58472 -0.52897  -0.42
C 0.50115 0.60074 0.10965  0.13
C 0.56831 1.71738 -0.61509  -0.40
C 0.93295 0.60785 1.55216  -0.68
H 0.20700 -2.59707 -0.61872  0.17
H 1.07408 -1.96684 0.78214  0.16
H 0.42397 1.65419 -1.68616  0.21
H 0.79301 2.68386 -0.18908  0.20
H 2.01934 0.31560 1.47078  0.23
H 0.24618 0.11097 2.22225  0.23
H 1.08780 1.67021 1.78855  0.23
O -3.14085 -1.09777 -1.44728  -0.94
H -2.28734 -1.04773 -1.90346  0.48
H -3.04745 -0.38737 -0.79876  0.47

(7)
Computed, not measured: a molecular structure, C4H9NO, with ωB97M-V/def2-TZVPD.

Results
Total energy (hartree): -287.652522
ΔE to the lowest compared entry with this formula, charge and spin (kcal per mole): 112.9
Highest occupied orbital energy (eV): -9.0
Gap between HOMO and LUMO (eV): 9.9

Last column: natural (NBO) charge in e.
Atoms and positions in Å:
C 0.60416 -2.39389 0.56650  -0.67
C 0.23671 -1.07091 -0.05038  0.01
N 0.31672 0.06936 0.69866  -0.56
C -0.87141 0.58111 0.28305  0.24
O -1.03694 1.87814 -0.07356  -0.50
C 0.14798 2.59946 -0.38419  -0.26
H 1.50997 -2.24551 1.16829  0.24
H -0.17951 -2.73325 1.25160  0.23
H 0.78595 -3.17277 -0.17852  0.21
H -1.08848 -0.55049 -0.55670  0.11
H 0.43381 -0.98357 -1.12041  0.19
H -1.76589 0.24505 0.80952  0.20
H -0.14905 3.41381 -1.04784  0.19
H 0.88489 1.95725 -0.87764  0.19
H 0.59896 3.00444 0.52660  0.19

(8)
Computed, not measured: a molecular structure, C4H9NO, with ωB97M-V/def2-TZVPD.

Results
Total energy (hartree): -287.752781
ΔE to the lowest compared entry with this formula, charge and spin (kcal per mole): 50.0
Highest occupied orbital energy (eV): -9.7
Gap between HOMO and LUMO (eV): 10.6

Last column: natural (NBO) charge in e.
Atoms and positions in Å:
C -0.42258 0.31509 1.37959  -0.65
C 0.23203 0.25493 0.00248  0.00
C 1.72840 -0.20033 0.23575  -0.64
N -0.44971 -0.69724 -0.86313  -0.66
C -1.62303 -0.14115 -1.37167  0.54
O -2.50790 0.37660 -0.73030  -0.56
H 0.09513 1.04459 2.01110  0.21
H -0.37181 -0.65986 1.89062  0.21
H -1.46919 0.57750 1.25257  0.25
H -0.19228 1.35193 -0.73644  0.16
H 2.34201 -0.29652 -0.66710  0.21
H 1.79089 -1.19032 0.73997  0.22
H 2.24635 0.47894 0.92402  0.22
H 0.17535 -0.97444 -1.61203  0.37
H -1.69844 -0.27274 -2.45906  0.11

(9)
Computed, not measured: a single C4H9NO molecule, with ωB97M-V/def2-TZVPD.

Results
Total energy (hartree): -287.682476
ΔE to the lowest compared entry with this formula, charge and spin (kcal per mole): 94.1
Highest occupied orbital energy (alpha / beta) (eV): -8.0 / -8.0
Gap between HOMO and LUMO (alpha / beta) (eV): 7.0 / 7.0

Last column: natural (NBO) charge in e.
Atoms and positions in Å:
C 1.57328 0.43851 -0.15194  -0.75
C 0.30931 -0.15418 0.34208  0.51
C 0.36726 -1.32067 1.25368  -0.73
C -1.04135 0.39033 0.00580  0.17
O -1.79873 0.55299 1.04101  -0.79
N -0.95448 1.47873 -0.98974  -0.87
H 2.42644 0.22897 0.50269  0.23
H 1.43642 1.51005 -0.32776  0.27
H 1.80691 0.01349 -1.13843  0.28
H -1.28190 -0.53961 -0.66582  0.15
H -0.62098 -1.75948 1.40004  0.27
H 1.10781 -2.06360 0.93006  0.23
H 0.70628 -0.96058 2.23689  0.27
H -1.66073 1.33659 -1.70706  0.37
H -1.25573 2.31174 -0.48667  0.37

(10)
Computed, not measured: 2 unconnected molecules or ions with the total composition C4H9NO, with ωB97M-V/def2-TZVPD.

Results
Total energy (hartree): -287.625616
ΔE to the lowest compared entry with this formula, charge and spin (kcal per mole): 129.8
Highest occupied orbital energy (alpha / beta) (eV): -8.5 / -8.7
Gap between HOMO and LUMO (alpha / beta) (eV): 8.7 / 7.7

Last column: natural (NBO) charge in e.
Atoms and positions in Å:
C -1.29149 -0.46156 0.48657  -0.48
N -0.23692 0.37994 -0.01065  -0.22
C -0.75378 1.64427 -0.46744  -0.48
C 1.75047 -0.90531 -0.70678  -0.26
C 1.67151 -0.95643 0.68135  0.20
O 1.44257 0.08620 1.35442  -0.48
H -1.98995 -0.73027 -0.32260  0.20
H -1.88149 0.04576 1.26505  0.19
H -0.86374 -1.38418 0.89434  0.20
H -1.27598 2.16818 0.34803  0.20
H 0.06637 2.27188 -0.82743  0.20
H -1.48947 1.50704 -1.27772  0.20
H 1.90747 0.04163 -1.20799  0.20
H 1.80399 -1.81540 -1.30060  0.19
H 1.59674 -1.94447 1.16976  0.13

(11)
Computed, not measured: a single C4H9NO molecule, with ωB97M-V/def2-TZVPD.

Results
SMILES: CCCNC=O
Total energy (hartree): -287.812592
ΔE to the lowest compared entry with this formula, charge and spin (kcal per mole): 12.5
Highest occupied orbital energy (eV): -9.8
Gap between HOMO and LUMO (eV): 10.6

Last column: natural (NBO) charge in e.
Atoms and positions in Å:
C -1.70362 0.52321 0.38824  -0.61
C -0.84989 -0.32382 -0.55219  -0.42
C 0.29302 -1.05140 0.16043  -0.22
N 1.35735 -0.13310 0.55514  -0.62
C 1.95830 0.73941 -0.29331  0.52
O 1.75739 0.82321 -1.49002  -0.62
H -2.33135 1.22048 -0.17560  0.22
H -2.36284 -0.09823 1.00599  0.20
H -1.07402 1.11893 1.06010  0.20
H -0.39708 0.30319 -1.32275  0.24
H -1.46917 -1.06161 -1.07530  0.20
H 0.69894 -1.84647 -0.47700  0.20
H -0.06926 -1.52495 1.08105  0.20
H 1.66742 -0.12705 1.51341  0.40
H 2.66653 1.40814 0.23297  0.11

(12)
Computed, not measured: 2 unconnected molecules or ions with the total composition C4H9NO, with ωB97M-V/def2-TZVPD.

Results
SMILES: C=N/C=C/C.O
Total energy (hartree): -287.720336
ΔE to the lowest compared entry with this formula, charge and spin (kcal per mole): 70.4
Highest occupied orbital energy (eV): -9.1
Gap between HOMO and LUMO (eV): 9.6

Last column: natural (NBO) charge in e.
Atoms and positions in Å:
C 0.76913 -1.01447 1.71439  -0.03
N 0.00548 -1.39521 0.70967  -0.45
C -0.72037 -0.21262 0.27013  -0.06
C -0.14072 0.98901 -0.06699  -0.22
C -0.92536 2.18267 -0.49153  -0.66
H 0.94382 0.07130 2.00124  0.17
H 1.26125 -1.75033 2.41528  0.18
H -1.84306 -0.26441 0.39667  0.20
H 0.96145 1.07051 0.24335  0.20
H -1.73378 1.75314 -1.10209  0.22
H -1.44713 2.74821 0.27593  0.22
H -0.32178 2.82246 -1.16886  0.22
O 1.08245 -2.02010 -1.98745  -0.94
H 0.73840 -2.04346 -1.09686  0.48
H 1.37023 -2.93670 -2.11290  0.46

Question: What is the total energy in the tenth record?
Answer: -287.625616 hartree

Question: Number 4 is which compound?
Answer: C4H9NO